# C27H29Cl69FNO4S

A structure of composition C27H29Cl69FNO4S (the ωB97M-V functional and the def2-TZVPD basis, the Open Molecules 2025 dataset).

As for the HOMO energy: -10.12 eV. The orbital gap comes out at 0.3688 hartree. As for the LUMO energy: -0.003 hartree. As for the net charge: 0.

The geometry in XYZ format:
```
132
Properties=species:S:1:pos:R:3:forces:R:3
N -1.9855 -0.5094 -0.3068 5.051 1.572 -1.592
C -3.1171 -0.7334 0.0114 -4.207 -0.756 1.754
C -4.0773 0.3361 0.4112 -0.408 0.032 -0.818
C -5.3995 -0.0858 -0.1643 2.180 1.269 0.161
F -5.0591 -0.4030 -1.4467 0.034 -0.800 -1.873
C -6.4942 0.9200 -0.3307 -0.432 -0.970 0.090
O -7.6759 0.1070 -0.5172 -0.141 -0.718 0.394
S -7.3691 -1.4217 -0.2088 1.254 0.274 1.871
O -7.2485 -2.2194 -1.3251 0.421 -0.867 -3.481
O -8.1141 -1.9701 0.8219 -2.095 0.050 2.435
O -5.8709 -1.1981 0.4609 -1.687 -0.105 -0.440
H -1.5497 -1.3812 -0.5298 0.835 -0.565 -0.204
H -3.4674 -1.7427 0.0360 -0.754 -0.826 0.177
H -3.7835 1.2708 -0.0651 -0.008 -0.229 0.137
H -4.1146 0.4339 1.4676 -0.058 0.234 1.031
H -6.3448 1.4069 -1.2569 0.206 0.969 -0.655
H -6.5943 1.5433 0.5215 -0.379 0.655 0.606
C -1.3638 3.4390 1.1739 0.113 -0.149 0.122
Cl -0.5977 2.3328 0.0482 0.240 0.073 0.213
Cl -3.1133 3.1785 1.1658 -0.022 0.631 0.274
Cl -0.7554 3.2335 2.8139 0.154 0.094 -0.057
H -1.1641 4.4498 0.8495 -0.040 0.130 0.007
C -2.2302 4.6007 -2.9229 -0.066 -0.058 -0.037
Cl -2.8693 5.1182 -4.4798 0.089 -0.049 0.225
Cl -3.0953 5.3812 -1.5950 0.055 0.046 0.014
Cl -2.3110 2.8482 -2.7964 -0.339 0.056 0.185
H -1.1923 4.8946 -2.8680 0.116 0.022 0.002
C 0.6753 -0.4484 4.7809 -0.169 0.130 0.228
Cl -0.2905 0.3561 6.0226 -0.129 0.000 0.067
Cl -0.1116 -0.2754 3.2041 0.438 0.098 0.050
Cl 2.3389 0.1372 4.8869 -0.189 -0.021 -0.425
H 0.6978 -1.5015 5.0001 -0.010 -0.167 0.122
C -3.0342 5.4513 5.7820 0.147 0.016 -0.028
Cl -2.1306 3.9617 6.0600 -0.032 -0.056 0.029
Cl -2.5767 6.6802 6.9621 -0.022 0.015 0.022
Cl -2.7684 6.0423 4.1410 -0.045 0.024 -0.010
H -4.0846 5.2389 5.9010 -0.128 -0.030 0.010
C 2.8779 4.3440 -1.1059 0.168 0.195 0.076
Cl 4.1400 5.0376 -2.1234 0.022 -0.058 -0.008
Cl 3.2998 4.4612 0.5995 -0.024 -0.028 0.040
Cl 1.3414 5.1467 -1.4215 -0.175 0.080 -0.010
H 2.7822 3.2996 -1.3595 0.007 -0.002 0.033
C -4.0435 3.9269 -8.2852 -0.063 -0.163 0.304
Cl -5.7915 3.7270 -8.2628 0.009 0.007 0.008
Cl -3.5740 5.3716 -7.3823 -0.135 0.240 -0.432
Cl -3.2423 2.5043 -7.6234 0.096 0.022 -0.065
H -3.7288 4.0481 -9.3075 0.064 0.066 -0.145
C 0.8350 6.0924 5.4550 0.322 0.068 -0.050
Cl 1.7323 4.5997 5.7317 -0.060 -0.075 -0.012
Cl 1.2901 7.3203 6.6354 -0.040 0.009 0.025
Cl 1.0966 6.6815 3.8131 -0.033 -0.010 -0.046
H -0.2140 5.8819 5.5752 -0.149 -0.040 0.009
C 2.4629 -4.1830 6.4883 -0.038 0.239 0.042
Cl 1.3888 -3.4562 7.6818 0.032 -0.049 -0.280
Cl 1.9158 -3.8417 4.8423 -0.016 -0.108 -0.073
Cl 4.1134 -3.6202 6.7211 -0.022 0.082 -0.138
H 2.4481 -5.2525 6.6291 -0.005 -0.131 -0.005
C 6.4555 0.3531 4.7490 0.053 0.080 0.279
Cl 8.0768 0.7059 5.3768 -0.099 0.093 -0.150
Cl 5.7571 -0.9738 5.6784 -0.142 0.027 -0.114
Cl 5.4184 1.7830 4.7914 0.158 -0.131 0.038
H 6.5418 0.0322 3.7231 0.077 -0.007 -0.119
C -0.0287 6.3162 -6.9218 0.230 -0.006 -0.026
Cl 0.2515 7.6898 -7.9915 -0.042 0.017 -0.005
Cl 0.4926 4.8142 -7.6862 -0.101 -0.012 0.027
Cl 0.8052 6.5469 -5.3814 -0.065 -0.033 0.050
H -1.0890 6.2498 -6.7300 -0.045 -0.047 0.045
C 6.7817 0.1491 8.9427 0.048 0.045 0.233
Cl 5.0838 -0.1631 9.3101 -0.036 -0.016 -0.079
Cl 7.2641 1.7347 9.5393 0.012 0.011 -0.030
Cl 7.8194 -1.1129 9.6130 -0.054 -0.019 -0.017
H 6.8963 0.1433 7.8704 0.001 -0.017 -0.094
C -0.9939 -4.6863 0.8302 0.241 -0.037 0.085
Cl -0.1134 -6.1881 1.1025 -0.025 -0.017 -0.001
Cl -0.5543 -3.4753 2.0348 -0.078 0.033 -0.096
Cl -0.6984 -4.0840 -0.8044 -0.051 0.041 -0.017
H -2.0481 -4.8916 0.9267 -0.132 -0.017 -0.004
C -6.0203 -0.6214 -7.6418 0.103 0.306 -0.061
Cl -4.6179 -0.9108 -8.6745 -0.154 -0.066 0.128
Cl -5.5457 0.2470 -6.1828 -0.073 -0.076 0.075
Cl -7.2669 0.2657 -8.5214 -0.042 -0.046 -0.001
H -6.4283 -1.5754 -7.3497 -0.041 -0.127 0.023
C 7.4155 -5.9744 7.5210 0.028 0.013 0.129
Cl 5.7404 -6.2958 7.9653 0.003 -0.205 0.106
Cl 7.9091 -4.3913 8.1186 -0.013 0.058 0.021
Cl 8.4726 -7.2440 8.1380 0.020 0.026 0.004
H 7.4898 -5.9629 6.4453 -0.016 -0.028 -0.134
C 3.2744 -2.7700 11.2607 -0.044 -0.242 0.039
Cl 4.2347 -3.7371 10.1451 0.026 0.034 0.003
Cl 1.5558 -2.8901 10.8672 -0.006 0.094 0.270
Cl 3.5693 -3.2593 12.9281 0.002 0.038 0.012
H 3.5726 -1.7398 11.1541 0.049 0.144 -0.008
C 8.8639 5.2720 2.8408 0.206 0.016 0.373
Cl 8.6928 3.6069 3.3900 -0.021 -0.068 0.013
Cl 8.0815 6.3819 3.9647 -0.037 0.010 -0.021
Cl 10.5664 5.6897 2.6374 -0.009 0.000 -0.045
H 8.3798 5.3614 1.8887 -0.154 0.043 -0.319
C -4.3270 3.9596 -12.4747 0.160 0.070 0.116
Cl -4.1174 2.5002 -11.5020 -0.047 -0.029 -0.011
Cl -5.0161 5.2687 -11.5078 0.004 -0.044 -0.052
Cl -2.7944 4.4546 -13.1897 -0.015 -0.003 -0.014
H -5.0152 3.7338 -13.2731 -0.098 -0.028 -0.087
C -1.2771 -3.4301 -10.1540 -0.218 -0.057 0.047
Cl -2.1648 -1.9219 -10.3589 0.201 0.001 -0.150
Cl -1.4094 -4.0081 -8.4907 0.040 -0.014 0.039
Cl -1.8560 -4.6540 -11.2815 0.017 -0.060 -0.034
H -0.2367 -3.2416 -10.3644 0.135 0.019 -0.011
C 1.0228 0.9170 -4.2544 0.079 0.232 -0.215
Cl 2.3890 0.6721 -5.3419 0.031 -0.052 0.031
Cl 1.5401 1.7535 -2.7842 -0.131 -0.175 -0.031
Cl -0.2544 1.8198 -5.0576 0.131 -0.104 -0.222
H 0.6358 -0.0492 -3.9730 -0.042 -0.108 0.077
C -7.4058 1.2783 4.0616 -0.103 0.139 0.087
Cl -6.1084 1.9938 3.0930 0.111 0.022 0.085
Cl -7.0266 1.3897 5.7772 0.034 -0.024 -0.006
Cl -8.9433 2.0604 3.7072 0.004 -0.026 -0.039
H -7.4875 0.2348 3.7984 0.012 -0.109 -0.055
C -1.0458 -7.9495 -8.7580 0.104 -0.140 -0.004
Cl 0.4177 -7.6810 -9.7007 -0.024 0.160 0.270
Cl -2.0270 -9.2202 -9.4880 -0.031 0.016 -0.027
Cl -0.6495 -8.3520 -7.0861 -0.021 0.041 0.030
H -1.6196 -7.0355 -8.7588 -0.060 0.106 -0.004
C 1.2046 -9.2241 -13.3098 -0.251 -0.120 0.095
Cl 1.4617 -10.1539 -11.8319 0.067 -0.032 -0.109
Cl 0.5432 -10.2515 -14.5817 0.033 0.003 -0.033
Cl 0.1413 -7.8476 -13.0089 0.050 0.009 -0.194
H 2.1583 -8.8476 -13.6419 0.118 0.053 -0.041
C 7.2669 -6.0210 11.6577 -0.038 0.013 0.213
Cl 5.6167 -6.3954 12.1493 0.014 -0.073 -0.004
Cl 7.7630 -4.4502 12.2880 -0.003 0.039 -0.055
Cl 8.3804 -7.2845 12.1830 0.017 -0.013 -0.043
H 7.2946 -5.9745 10.5804 0.010 0.008 -0.137
```
Forces are in eV/Å.

***

# C27H29CoGeN7O4

A structure of composition C27H29CoGeN7O4 (the ωB97M-V functional and the def2-TZVPD basis, the Open Molecules 2025 dataset).

As for the HOMO energy (alpha / beta): -10.09 / -10.83 eV. The orbital gap (alpha / beta) comes out at 0.2453 / 0.2721 hartree. As for the LUMO energy (alpha / beta): -0.125 / -0.126 hartree. As for the spin multiplicity: 5. As for the net charge: +1.

The geometry in XYZ format:
```
69
Properties=species:S:1:pos:R:3:forces:R:3
Co 0.1619 0.6529 0.3357 -0.092 0.122 -0.217
N -0.3204 -1.5777 -1.0482 -0.007 -0.006 0.102
N 0.8685 -1.8749 -1.7230 -0.200 -0.150 -0.046
C 1.9356 -1.0754 -1.5749 0.096 0.322 -0.045
N 3.0397 -1.3390 -2.2518 0.083 0.003 0.002
N 1.7461 -0.0465 -0.7472 0.114 0.102 0.106
N 2.7219 0.8801 -0.4771 -0.040 -0.105 0.184
O 3.8444 0.8224 -0.9180 0.046 -0.066 -0.190
O 2.3095 1.7482 0.2862 0.052 0.065 0.059
H -0.6843 -2.4276 -0.6384 -0.050 -0.029 0.009
H -1.0061 -1.1674 -1.6745 -0.030 0.054 -0.035
H 0.8551 -2.5290 -2.4900 -0.013 -0.060 -0.030
H 3.1067 -2.1355 -2.8625 0.003 -0.003 0.028
H 3.8344 -0.7336 -2.1127 0.076 0.031 -0.050
O -1.8949 -5.5308 3.5795 -0.061 0.005 0.070
C -2.0745 -4.5901 4.6159 0.111 0.026 -0.180
N -1.4029 -3.4056 4.1200 -0.087 0.006 0.009
C -1.4044 -2.2576 4.8271 -0.027 0.034 0.043
O -1.9702 -2.1372 5.8963 0.062 -0.014 -0.052
C -0.6665 -1.0938 4.2184 -0.042 -0.023 0.125
C -0.1654 -0.1149 5.0683 -0.007 0.005 0.073
C 0.4897 0.9766 4.5292 0.008 0.034 0.050
C 0.6080 1.0662 3.1552 -0.016 -0.086 -0.043
N 0.1000 0.1411 2.3258 0.114 0.042 0.139
C -0.5264 -0.9159 2.8590 -0.033 0.002 -0.203
H -2.2780 -6.3722 3.8451 0.012 -0.002 0.007
H -1.6213 -4.9161 5.5527 0.067 -0.064 0.076
H -3.1234 -4.3603 4.7979 -0.111 0.028 -0.011
H -0.8054 -3.5463 3.3237 0.059 -0.003 0.029
H -0.3089 -0.2292 6.1361 0.004 0.012 -0.041
H 0.8985 1.7570 5.1568 -0.009 -0.043 -0.030
H 1.1191 1.9013 2.6913 -0.009 -0.002 -0.006
H -0.9590 -1.6187 2.1562 0.027 0.026 -0.004
C -1.4546 1.4944 -0.3802 -0.031 -0.276 0.201
Ge -2.0486 3.1169 -1.2408 -0.114 -0.135 -0.052
C -3.0593 2.4893 -2.7951 -0.015 0.003 -0.079
C -2.3126 1.9396 -3.8446 -0.158 -0.008 -0.035
C -2.9376 1.3910 -4.9581 0.014 0.027 0.051
C -4.3256 1.3773 -5.0374 0.025 0.001 0.005
C -5.0798 1.9067 -4.0004 0.023 0.024 0.026
C -4.4511 2.4571 -2.8871 0.061 -0.068 -0.041
C -0.6058 4.2699 -1.8491 0.112 0.034 -0.063
C 0.4073 4.6553 -0.9674 0.037 -0.049 -0.093
C 1.4071 5.5319 -1.3691 -0.018 -0.027 0.013
C 1.4041 6.0397 -2.6625 -0.008 -0.011 -0.010
C 0.4017 5.6694 -3.5486 -0.020 -0.035 0.020
C -0.5979 4.7899 -3.1441 0.126 0.093 0.085
C -3.0766 4.0491 0.1356 -0.082 0.037 0.029
C -4.3171 4.6533 -0.0705 0.081 0.080 0.041
C -4.9765 5.2992 0.9700 0.019 -0.012 -0.027
C -4.3997 5.3594 2.2302 0.040 -0.017 0.002
C -3.1595 4.7724 2.4503 0.005 -0.003 -0.045
C -2.5081 4.1203 1.4112 -0.152 0.007 0.018
H -2.3592 0.9588 -0.0584 -0.028 0.081 0.025
H -1.2265 1.9536 -3.7968 -0.045 0.004 -0.018
H -2.3447 0.9839 -5.7697 -0.023 0.018 0.034
H -4.8168 0.9576 -5.9073 0.024 0.017 0.038
H -6.1621 1.8955 -4.0584 0.050 0.001 0.011
H -5.0612 2.8509 -2.0833 0.020 -0.038 -0.038
H 0.4195 4.2701 0.0494 -0.010 0.037 -0.046
H 2.1846 5.8258 -0.6732 -0.033 -0.018 -0.028
H 2.1805 6.7276 -2.9769 -0.043 -0.033 0.017
H 0.3939 6.0698 -4.5557 -0.002 -0.014 0.040
H -1.3799 4.5164 -3.8435 0.018 0.024 0.014
H -4.7736 4.6461 -1.0534 0.023 0.017 0.043
H -5.9404 5.7619 0.7937 0.042 -0.016 -0.001
H -4.9117 5.8676 3.0384 0.019 -0.024 -0.028
H -2.7021 4.8257 3.4317 -0.017 -0.006 -0.038
H -1.5445 3.6531 1.5983 -0.043 0.021 0.001
```
Forces are in eV/Å.

***

The following F_max values (in eV Å⁻¹) correspond, in order, to the records above: 5.52, 0.34.